This record from the OMol25 dataset describes a single C3H3BrO2 molecule in a non-equilibrium geometry. The level of theory is ωB97M-V/def2-TZVPD.

The geometry in ORCA input format:
```
! wB97M-V def2-TZVPD RIJCOSX def2/J DEFGRID3
* xyz 0 1
H 0.77830 -1.80270 -0.96303
C -0.26602 -0.14600 0.14857
C -0.45001 1.24370 0.37196
O -0.45026 2.06586 -0.48444
C 0.84624 -0.88814 -0.46545
O 0.48790 -1.00570 0.86157
Br -2.26224 -0.79995 -0.31695
H -0.43843 1.63720 1.40388
H 1.75452 -0.30427 -0.55611
*
```

## Properties
Kohn-Sham gap, eV: 9.9
Energy, hartree: -2840.51581
E_LUMO, eV: -0.561
Maximum force, eV/A: 4.87
HOMO level, eV: -10.453
Relative energy (zero: lowest compared OMol25 entry of this formula, charge and spin), kcal/mol: 43.63
Structure (SMILES): O=C[C@@]1(Br)CO1

Löwdin atomic charge list, values in e, 8 entries:
1 H 0.11
2 C -0.64
3 C -0.34
4 O 0.10
5 C -0.08
6 O 0.01
7 Br 0.57
8 H 0.15